Entry 1:
A molecular structure, C33H46BrN3P2SeV in a non-equilibrium geometry, computed with ωB97M-V/def2-TZVPD.

Geometry as XYZ:
```
87
C33H46BrN3P2SeV ωB97M-V/def2-TZVPD
C -3.247 3.787 2.275
H -4.361 3.511 -2.070
C -4.053 -4.112 -1.771
H -2.450 -7.013 -1.844
H -2.336 5.846 0.501
H -0.348 2.163 -4.221
C 5.788 -0.285 -0.041
C 0.470 -1.809 1.006
C 1.724 1.564 -3.787
H 1.216 -3.660 1.817
H 3.674 0.797 -3.031
H -3.851 4.348 1.551
H -1.154 -0.248 -3.852
V 1.398 1.892 -1.945
H 8.739 -1.720 -0.870
C -0.202 0.114 -3.445
C -3.818 3.579 -1.121
C -0.598 -2.823 -1.961
H 2.417 -0.846 -1.566
H 3.154 -1.500 1.347
C -1.470 -5.096 -1.913
C 0.289 -2.062 -2.342
H 1.479 -1.489 0.697
H 5.670 2.690 0.451
H 5.179 -3.482 0.943
C -3.002 -3.194 -1.836
H -4.441 3.099 -0.359
C 0.627 -0.720 -2.707
H -1.490 5.450 -1.011
H -3.747 4.645 -0.877
N 3.868 -0.969 0.857
C -0.737 4.348 0.699
H -2.057 -0.505 4.012
H 0.917 -0.081 3.272
P -1.497 2.701 0.312
H -2.402 -2.621 2.549
H -3.489 1.849 1.300
C 7.071 -0.357 -0.571
H -5.101 -3.784 -1.727
Se 2.066 1.310 0.490
P -0.491 -0.255 1.295
H 7.516 0.539 -0.993
Br 2.060 4.179 -1.389
H -0.706 4.449 1.795
H -3.685 -2.446 1.345
C -1.687 -3.714 -1.872
C 3.673 0.324 0.453
C -2.596 -5.924 -1.841
H -0.456 -5.474 -2.029
C 1.884 -0.193 -2.246
H -0.700 6.426 0.221
C -2.608 -2.310 1.519
C 2.593 0.690 -3.115
H -3.210 -2.125 -1.906
H 0.308 4.278 0.347
H -2.094 -2.995 0.838
C -0.155 0.107 3.104
H -0.298 1.193 3.211
N 4.876 0.778 -0.011
C 5.148 -1.385 0.483
C 5.724 -2.640 0.530
H 1.034 -2.389 3.053
H 5.949 2.104 -1.198
C -2.692 2.504 1.677
C 0.316 1.406 -3.781
N -3.844 -5.439 -1.755
H -0.739 -0.170 5.146
H -2.580 1.899 -1.681
C 7.035 -2.729 0.031
H -2.131 1.936 2.441
H 7.565 -3.681 0.059
H -1.828 3.469 -1.991
H -3.890 3.504 3.118
H 0.052 -2.290 0.118
C 5.217 2.142 -0.388
H -2.856 -0.215 1.919
H -0.750 -1.680 4.228
C -1.368 5.573 0.066
H -2.581 -0.617 0.223
H -0.387 -3.244 2.428
H 4.323 2.670 -0.730
C 7.705 -1.611 -0.509
C -2.457 2.918 -1.270
H -2.452 4.434 2.660
C -0.978 -0.610 4.167
C 0.585 -2.819 2.147
C -2.260 -0.853 1.251
```

Properties
- HOMO-LUMO gap (spin up / spin down) (eV) = 3.943 / 3.964
- LUMO level (spin up / spin down) (eV) = -14.85 / -14.84
- 2S+1 = 2
- charge = +4

=====

Entry 2:
A molecular structure, C33H46ClF3O4P4ReS in a non-equilibrium geometry, computed with ωB97M-V/def2-TZVPD.

Geometry as XYZ:
```
93
C33H46ClF3O4P4ReS ωB97M-V/def2-TZVPD
C 0.814 -3.201 -2.058
C -0.635 -3.717 -8.085
H 3.149 -1.585 -0.886
H -2.402 2.468 -2.476
C 0.665 -2.736 -5.802
H -1.904 2.413 2.059
H 0.268 -0.411 -7.778
C -2.497 1.945 1.265
P -1.303 -0.816 -5.262
H -1.968 -1.245 -3.067
C -3.914 -1.881 -5.196
H -2.780 0.934 1.577
H 2.750 -1.682 0.847
H 2.149 1.017 0.230
H 4.696 3.417 -3.363
C -0.578 3.392 -0.277
H -6.577 -1.563 -7.310
H -2.311 -2.515 -7.459
C -1.282 -2.808 -7.247
C 1.850 -0.192 3.475
C -0.060 2.972 -7.548
P 0.839 -2.230 -0.534
S 0.432 0.704 2.661
C -3.063 -0.906 -5.756
H -3.403 2.533 1.074
C 3.647 3.282 -3.059
H -5.816 -2.885 -5.340
H 1.172 -4.831 -8.441
C 4.103 2.511 -0.308
H -1.502 1.971 -4.620
C 1.034 0.660 -3.021
H 0.434 -2.905 1.734
C 4.781 0.655 -2.407
O 0.028 -0.293 1.586
C 2.610 -2.161 -0.128
C 0.182 -3.316 0.749
C -3.532 -0.120 -6.824
O 1.035 1.905 2.114
C 1.910 1.153 -1.873
H -3.552 2.867 -1.157
H 4.159 1.709 0.441
H 0.655 1.570 -3.526
C -5.604 -1.367 -6.860
H 1.465 -2.727 -2.801
H 3.409 3.281 0.057
C -5.175 -2.110 -5.759
H -0.906 -3.371 0.645
C -0.986 1.903 -5.583
H 0.169 3.879 -8.105
F 2.238 0.435 4.602
H -3.374 1.175 -1.719
H 0.630 -4.308 0.620
H 1.449 -0.085 -4.800
C 0.662 -4.131 -7.782
C -0.688 3.060 -6.303
P 3.577 1.901 -1.931
C -0.610 -2.254 -6.141
C -4.787 -0.367 -7.388
H 0.777 1.653 -9.037
O 1.883 -0.087 -3.924
C 0.004 0.561 -7.353
H 3.004 -3.182 -0.097
C 0.285 1.725 -8.067
H 5.640 1.164 -2.867
H 4.308 -0.020 -3.133
H 5.125 0.094 -1.525
H 1.172 -4.216 -1.852
H 3.022 3.052 -3.932
H 3.285 4.187 -2.549
P -1.553 1.860 -0.292
H 5.104 2.959 -0.399
H -0.201 -3.237 -2.464
H 0.085 3.379 0.596
C 1.303 -3.667 -6.631
H -5.106 0.220 -8.246
H 2.302 -4.015 -6.368
H 0.030 3.447 -1.186
H -0.955 4.027 -5.883
F 1.499 -1.466 3.769
O -0.587 0.855 3.670
Cl -2.331 -1.319 -0.470
H 1.149 -2.375 -4.896
Re -0.261 -0.174 -0.550
H -1.254 4.255 -0.229
H -1.157 -4.091 -8.966
C -2.847 2.118 -1.539
C -1.113 -0.746 -3.547
C 1.516 0.778 -0.626
F 2.911 -0.233 2.617
H -3.586 -2.473 -4.341
H -2.909 0.676 -7.234
C -0.213 -0.173 -2.611
C -0.644 0.642 -6.104
```

Properties
- HOMO-LUMO gap (spin up / spin down) (eV) = 9.101 / 6.899
- LUMO level (spin up / spin down) (eV) = -5.00 / -7.25
- 2S+1 = 4
- charge = +2

=====

Entry 3:
A molecular structure, C33H46CoP2Si in a non-equilibrium geometry, computed with ωB97M-V/def2-TZVPD.

Geometry as XYZ:
```
83
C33H46CoP2Si ωB97M-V/def2-TZVPD
C 5.735 1.208 -0.925
H -1.033 -2.333 -3.557
H -1.947 1.222 -4.766
C -2.410 2.518 -2.023
C 1.335 3.338 2.074
C 4.435 -0.346 -2.247
H 0.974 5.296 2.877
H 0.969 1.931 -1.854
H -3.257 2.758 -2.682
P -1.864 0.814 -2.296
H -3.866 -3.498 -0.223
H -3.950 -1.281 2.393
H 4.362 -1.048 -3.079
H -2.633 -3.088 -2.056
H 2.850 5.135 4.532
H 2.552 -1.986 0.181
H 0.448 3.383 1.374
H -0.242 0.414 0.860
H 1.180 0.374 3.565
H 0.317 -2.823 -2.508
C -3.561 0.010 -2.594
C 2.033 -3.086 1.976
C -0.684 -2.384 -2.503
C 3.419 0.770 -0.344
H 2.320 -4.050 1.558
H -0.339 1.402 -4.131
H -0.995 -0.189 -4.417
H 6.537 0.073 -2.585
C 5.650 0.302 -1.989
C -0.622 -1.082 -1.851
H 2.053 2.947 -0.835
C -4.333 -2.581 -0.589
C -1.206 -1.416 1.412
H -4.398 -2.626 -1.676
C 1.597 4.409 2.934
C 1.262 -1.771 3.861
H 0.357 -0.549 -1.980
C -4.373 -0.762 1.516
C 4.624 1.445 -0.106
C -2.099 -2.492 0.795
H -5.345 -2.555 -0.180
C 2.183 -1.916 1.209
C -1.643 -3.315 -1.674
H 4.707 2.144 0.731
H 0.939 -1.695 4.906
Si 1.912 0.942 0.763
P -3.407 -1.069 -0.048
H 3.916 1.264 2.973
H -4.342 1.052 -0.818
H -2.724 -3.002 1.574
H -2.724 2.660 -0.981
H 6.670 1.737 -0.733
H -3.405 -1.027 -2.919
H 2.384 -0.613 -1.656
C 2.212 2.252 2.058
H -0.163 -1.739 1.357
H -0.539 1.215 -0.814
C 2.655 4.320 3.843
H -1.600 3.213 -2.261
C -1.248 0.803 -4.031
C -1.622 -0.569 -0.871
H 1.566 -3.910 3.927
C -1.440 -3.243 -0.236
H -5.343 -0.319 -1.318
C 3.472 3.188 3.880
H -4.490 0.303 1.777
C 1.859 -0.654 1.754
H 4.269 3.082 4.608
C 1.409 -0.596 3.096
C -4.314 0.057 -1.278
H -1.397 -1.235 2.492
H -5.393 -1.168 1.380
C 1.578 -3.016 3.302
C -1.272 -0.100 0.612
C 3.328 -0.100 -1.438
H -2.006 0.598 1.107
C 1.003 2.652 -1.023
H 0.439 3.557 -1.306
Co -0.232 2.159 0.370
H -4.125 0.503 -3.389
C 3.268 2.149 2.967
H -1.390 -4.338 -1.964
H -0.802 -4.023 0.163
```

Properties
- HOMO-LUMO gap (spin up / spin down) (eV) = 5.283 / 6.190
- LUMO level (spin up / spin down) (eV) = 0.30 / -0.03
- 2S+1 = 4

=====

Entry 4:
A molecular structure, C33H46CuN6 in a non-equilibrium geometry, computed with ωB97M-V/def2-TZVPD.

Geometry as XYZ:
```
86
C33H46CuN6 ωB97M-V/def2-TZVPD
C 2.786 0.652 -2.158
C 2.804 1.422 1.335
H 2.036 3.091 -1.074
H -7.852 0.535 0.560
C -1.681 -1.979 -0.217
H -1.722 2.895 -0.227
H 5.855 -0.927 1.309
N 0.006 1.684 2.520
C 0.412 -2.712 -0.877
C -4.052 0.349 3.760
H 6.188 1.508 0.730
H -2.488 -2.132 2.440
C -2.343 2.101 -0.670
H -3.729 1.136 4.452
H -7.275 1.066 -1.046
H -4.982 -0.052 4.164
H 2.209 -2.712 1.521
N 3.833 -0.165 -2.551
H 3.414 -1.359 -0.912
C 4.139 -1.326 -1.730
C -1.016 -1.573 -2.700
C -5.645 0.857 1.852
H 1.557 -1.154 2.431
C -0.566 1.913 3.724
C -7.259 1.282 0.024
H -3.464 -1.193 0.635
C -5.867 1.267 0.532
H 4.876 2.214 -2.111
H 1.927 2.062 1.509
C -1.646 -2.814 2.266
H 2.106 3.859 -2.685
H 2.391 -3.490 -1.139
H -1.674 1.260 -0.938
N -2.071 1.510 2.159
H -3.308 -0.465 3.787
H 4.083 -2.255 -2.308
C 1.877 -1.274 1.343
C 1.367 -3.483 1.392
C -0.758 -2.039 -1.317
H -2.030 -3.843 2.338
C -4.812 1.686 -0.289
Cu -0.222 -0.621 0.673
C 5.046 -0.193 1.332
C 4.056 2.009 1.025
H 3.940 -1.243 -4.356
C -3.125 -1.649 -0.302
H 0.871 2.608 -2.358
H 5.261 -0.076 -4.109
H -2.661 2.587 4.140
H -3.305 -0.934 -1.113
H -3.751 -2.538 -0.488
H 1.813 -4.377 0.956
H 3.622 0.502 -4.527
C -3.345 1.320 1.540
H -0.912 -2.672 3.069
C 4.166 2.489 -2.907
H -2.752 2.488 -1.613
N 1.864 0.208 -1.357
C -3.513 1.688 0.177
H 1.838 -2.394 -2.439
H -4.991 2.031 -1.313
C 1.524 -3.174 -1.733
N 2.840 1.934 -2.671
H -1.231 -2.418 -3.371
H -1.875 -0.892 -2.737
H 5.150 -1.244 -1.301
C -1.028 -2.557 0.940
C -1.913 2.053 3.498
C 4.186 -0.245 -3.957
H -7.725 2.263 0.185
N 3.905 -0.715 1.665
C 1.902 2.924 -2.158
C 0.292 -2.940 0.524
H -6.463 0.539 2.507
C -0.834 0.980 1.747
H 1.201 -4.043 -2.328
H 4.067 3.577 -2.929
C 5.182 1.176 0.988
C -4.374 0.849 2.384
H 0.992 -3.702 2.399
H 4.191 3.080 0.748
H 4.562 2.159 -3.872
H -0.140 -1.042 -3.101
H 1.152 0.913 -1.164
H 0.170 1.951 4.513
C 2.738 -0.058 1.364
```

Properties
- HOMO-LUMO gap (spin up / spin down) (eV) = 2.707 / 3.613
- LUMO level (spin up / spin down) (eV) = 4.41 / 4.41
- 2S+1 = 2
- charge = -2

=====

no.,total energy (Eh)
1,-8049.71543
2,-4187.25491
3,-3639.47731
4,-3253.69610